1.
DFT (the ωB97M-V functional and the def2-TZVPD basis) results for a structure of composition C23H49GeMnN7 at a distorted geometry.

Total charge   +3
Multiplicity   5
LUMO (spin up / spin down)   -0.4544 / -0.4562 hartree
E   -4515.81730 hartree
Kohn-Sham gap (spin up / spin down)   5.3 / 5.5 eV

Geometry as XYZ:
```
81
Properties=species:S:1:pos:R:3:mulliken_charge:R:1
Ge 2.463 0.421 -0.161 0.2790
Mn -0.975 -0.518 -0.166 0.4497
N -0.227 -0.556 1.860 -0.2999
N -1.596 2.586 0.763 -0.3101
N -0.465 -0.433 -2.174 0.6214
N -3.714 2.618 0.436 0.7553
N -2.257 -2.363 0.296 -0.4405
N -1.960 1.394 0.183 0.6039
N -2.661 3.313 0.913 -0.7785
C -4.958 3.286 0.041 -0.7529
C 6.195 -1.268 -3.043 -1.0696
C 4.591 1.744 1.488 -0.6898
C -0.591 -1.467 -3.089 0.4269
C -0.228 -2.890 -2.868 -1.1283
C 6.310 0.855 3.127 -1.1092
C -6.236 2.544 0.413 0.5027
C -3.272 1.465 -0.030 -0.5162
C 5.322 2.005 2.852 -0.5882
C -1.167 -0.913 2.991 -0.5682
C 3.628 0.552 1.474 -0.6829
C -1.428 -2.402 3.112 -0.6742
C -0.386 0.732 -2.930 0.2934
C -0.680 0.455 -4.263 -0.8252
C 4.456 -1.441 -1.263 -0.6396
C -3.317 -2.315 1.360 -0.0278
C 3.786 -0.066 -1.569 -0.6528
C -6.741 1.502 -0.617 -1.2253
C -0.787 -0.913 -4.383 -0.6165
C 5.027 -2.086 -2.536 -0.5837
C 0.106 2.009 -2.365 -0.6898
C -6.217 1.932 1.837 -1.3175
C -2.853 -2.852 2.706 -1.0115
H 5.402 1.683 0.713 0.2823
H -5.678 0.957 1.820 0.1723
H -2.753 -2.566 -0.559 0.3143
H 5.356 -3.091 -2.274 0.3731
H 4.238 -2.200 -3.300 0.2639
H -6.985 2.003 -1.555 0.3823
H -4.930 4.286 0.535 0.4459
H -0.738 1.229 -5.028 0.5411
H 5.254 -1.438 -0.484 0.2808
H 6.824 -1.745 -3.831 0.3655
H -0.664 -2.962 2.519 0.4092
H -2.918 -3.946 2.727 0.3433
H -0.796 -0.507 3.940 0.4759
H -6.985 3.385 0.411 0.3277
H 0.349 2.701 -3.175 0.4722
H -4.196 -2.854 1.031 0.5200
H 3.016 0.659 2.369 0.4642
H -3.603 -2.516 3.483 0.3917
H 7.045 0.799 2.324 0.3059
H -0.887 -1.517 -5.290 0.5157
H -6.015 0.691 -0.783 0.2337
H 0.619 -1.135 1.915 0.2207
H 5.780 -0.090 3.175 0.2854
H 5.855 -0.264 -3.394 0.2592
H 5.876 2.932 2.812 0.3559
H 4.584 2.133 3.679 0.3209
H 4.529 0.733 -1.748 0.4865
H -4.902 3.473 -1.032 0.3197
H -3.879 0.771 -0.567 0.4159
H -3.624 -1.264 1.454 -0.2329
H 6.885 -1.059 -2.186 0.3017
H 6.871 0.975 4.068 0.3670
H 4.167 -0.402 1.552 0.5072
H -0.640 2.478 -1.693 0.1452
H 4.016 2.647 1.218 0.4267
H 0.080 0.422 1.985 0.3252
H 3.202 -0.158 -2.482 0.5928
H 2.307 -1.202 0.267 -0.0424
H 1.009 1.828 -1.770 -0.1343
H -1.694 -3.194 0.503 0.2690
H 0.742 -2.970 -2.355 0.2087
H -7.226 1.677 2.168 0.4398
H -2.113 -0.384 2.827 0.2753
H -0.938 -3.427 -2.224 0.2381
H 3.735 -2.116 -0.809 0.4736
H -5.697 2.570 2.553 0.3859
H -0.101 -3.370 -3.864 0.4352
H -1.299 -2.621 4.186 0.3430
H -7.647 1.033 -0.225 0.3963
```

2.
DFT (the ωB97M-V functional and the def2-TZVPD basis) results for a structure of composition C23H49N2OP3SY at a distorted geometry.

Total charge   +3
Multiplicity   1
LUMO (spin up / spin down)   -0.4323 / -0.4323 hartree
E   -2549.99065 hartree
Kohn-Sham gap (spin up / spin down)   2.1 / 2.1 eV

Geometry as XYZ:
```
80
Properties=species:S:1:pos:R:3:mulliken_charge:R:1
Y 0.171 0.114 0.040 -0.8011
S -1.617 -3.114 -5.498 -0.2258
P 0.919 -1.939 1.276 1.3900
P -1.705 1.011 1.502 1.9243
P -1.622 -1.501 -1.146 1.4221
O 1.167 1.236 2.024 -0.5397
N 3.102 2.141 2.767 0.4353
N 1.203 2.454 4.139 0.1800
C 1.705 1.832 2.928 -0.5935
C 0.556 -3.349 -8.925 -0.5553
C 1.258 3.962 3.913 -0.4834
C -0.859 -2.769 -7.021 0.8662
C -0.496 -1.176 -8.832 -0.5395
C 2.121 -2.886 0.396 -1.3028
C -2.411 -0.759 -2.552 -1.5176
C 3.482 3.577 2.876 -0.7673
C 0.324 -2.094 -9.494 -0.4490
C 0.772 0.360 -2.091 -0.5633
C -2.969 -2.145 -0.210 -1.4636
C -1.222 2.445 2.372 -0.1404
C -0.800 -2.920 -1.850 -1.2787
C -0.024 -3.691 -7.705 -0.3990
C -2.411 -0.021 2.744 -1.6434
C 0.132 2.070 5.169 -0.7491
C -0.272 -3.143 1.806 -1.5167
C -1.080 -1.506 -7.614 -0.4312
C -3.059 1.588 0.514 -1.1363
C 3.959 1.137 3.402 -1.1236
C 1.704 -1.538 2.801 -1.0701
C 2.749 4.343 3.965 -0.6156
C -0.227 1.386 -1.744 -0.3880
H 0.681 4.522 4.616 0.5250
H -2.728 2.338 -0.215 0.3810
H 2.596 -0.901 2.685 -0.0241
H -2.877 -0.927 2.334 0.3436
H 0.158 -4.666 -7.265 0.2557
H -0.746 3.211 1.738 0.3742
H -3.671 -1.355 0.074 0.4471
H -3.767 2.051 1.217 0.5304
H 0.037 -2.626 -2.498 0.3667
H 1.811 0.644 -2.111 0.5053
H -0.421 -3.606 -1.089 0.3491
H 0.501 -0.410 -2.784 0.2134
H 2.444 -3.696 1.067 0.4622
H -2.116 2.857 2.827 0.5709
H -0.666 1.422 4.869 0.2491
H -3.480 -2.851 -0.877 0.5642
H -0.684 -0.196 -9.265 0.3655
H -1.720 -0.791 -7.097 0.3218
H -1.664 -0.329 3.487 0.2830
H -2.658 -2.673 0.699 0.2879
H 0.898 4.183 2.922 0.1301
H 3.001 -2.283 0.115 0.4496
H 0.110 2.385 -1.506 0.4074
H 2.823 5.407 3.791 0.4507
H 2.012 -2.488 3.244 0.6481
H -1.205 1.333 -2.179 0.3010
H -1.557 -3.439 -2.455 0.3740
H -0.418 2.952 5.515 0.2976
H -1.126 -4.380 -5.351 0.1661
H 0.556 1.457 6.013 0.3308
H 1.193 -4.071 -9.433 0.3665
H 4.549 3.639 3.030 0.5044
H -0.764 -3.661 0.980 0.4419
H -1.702 -0.421 -3.317 0.4466
H 4.500 0.617 2.609 0.2628
H 3.086 4.097 4.978 0.2775
H 0.781 -1.831 -10.452 0.3786
H 3.237 4.007 1.909 0.2538
H -1.043 -2.706 2.455 0.3417
H 0.306 -3.876 2.384 0.5638
H 4.617 1.645 4.114 0.4199
H -0.511 2.212 3.169 -1.0775
H -3.046 0.093 -2.270 0.2809
H -3.185 0.582 3.242 0.5322
H 1.023 -1.023 3.502 0.4062
H -3.036 -1.553 -2.969 0.5570
H -3.570 0.788 -0.030 0.3177
H 1.717 -3.322 -0.526 0.3436
H 3.391 0.444 4.012 0.5309
```

3.
DFT (the ωB97M-V functional and the def2-TZVPD basis) results for a structure of composition C23H49N3P4PbSe at a distorted geometry.

Total charge   +4
Multiplicity   1
LUMO (spin up / spin down)   -0.5354 / -0.5236 hartree
E   -5028.12272 hartree
Kohn-Sham gap (spin up / spin down)   4.1 / 4.8 eV

Geometry as XYZ:
```
81
Properties=species:S:1:pos:R:3:mulliken_charge:R:1
Pb 0.042 0.107 -0.875 0.9092
Se 0.244 -3.226 -1.464 0.1274
P -1.261 0.850 -3.165 0.5165
P -1.790 0.978 1.292 1.3045
P 2.826 0.381 -1.823 0.6887
P 1.072 3.067 0.001 0.5261
N -2.589 0.618 3.908 0.2240
N -3.865 -0.610 2.183 0.1979
N -4.161 1.824 2.441 0.1831
C -0.296 1.722 -4.464 -0.9945
C -3.222 -0.649 3.523 -0.9788
C -2.778 1.827 -2.812 -0.9446
C 4.246 -0.004 -0.738 -1.1577
C 2.739 3.430 0.697 -1.2562
C -1.378 0.857 3.120 -1.0115
C 1.311 -7.143 1.098 -0.4545
C -3.564 1.730 3.776 -0.9666
C -2.863 -0.568 1.126 -1.0937
C 1.409 -5.862 1.677 -0.3373
C 1.020 -4.733 0.971 0.5869
C -4.793 0.530 2.096 -0.9413
C 0.174 4.107 1.231 -1.2173
C 0.395 -6.094 -0.919 -0.4747
C 2.160 -2.086 2.433 -0.2859
C 1.128 4.365 -1.313 -1.3405
C -3.167 2.216 1.436 -1.0277
C 3.523 1.717 -2.860 -1.1994
C 0.774 -7.241 -0.206 -0.5950
C -1.718 -0.820 -3.784 -1.0460
C 2.917 -1.044 -2.966 -1.0576
C 0.573 -4.800 -0.371 0.4764
C 2.793 -1.058 3.024 -0.6360
H 0.655 -8.216 -0.665 0.4465
H -0.047 2.728 -4.080 0.3020
H -2.475 -1.457 3.541 0.3865
H 1.095 -2.261 2.632 0.1807
H -0.791 -1.384 -4.002 0.2642
H 4.413 1.295 -3.359 0.4797
H 3.976 -1.134 -3.253 0.5442
H 1.804 4.078 -2.128 0.3379
H -3.051 2.679 4.012 0.4009
H -2.461 2.840 -2.500 0.3147
H -2.344 -0.781 -4.685 0.4815
H 0.134 4.498 -1.759 0.3816
H -3.327 1.353 -1.972 0.2116
H -4.013 -0.866 4.251 0.3377
H 0.110 3.598 2.205 0.3260
H -0.031 -6.180 -1.929 0.4026
H -2.201 -1.450 1.176 0.5374
H 2.853 4.514 0.857 0.5020
H -0.856 1.826 -5.406 0.4974
H -3.366 -0.510 0.145 0.4597
H 0.697 5.075 1.375 0.5285
H -2.259 -1.359 -2.981 0.3140
H -3.447 1.914 -3.685 0.5120
H 2.857 2.919 1.658 0.3904
H 1.631 -8.023 1.642 0.4687
H 0.638 1.161 -4.652 0.2577
H 2.568 -1.969 -2.475 0.2736
H 1.801 -5.768 2.706 0.4358
H 1.459 5.332 -0.893 0.4816
H -0.665 0.026 3.255 0.4688
H 4.614 0.918 -0.264 0.3965
H 3.822 2.582 -2.242 0.3963
H 2.789 2.038 -3.618 0.2874
H 1.082 -3.741 1.444 -0.3529
H -0.862 4.309 0.912 0.3110
H -3.672 2.344 0.469 0.4227
H 5.025 -0.436 -1.391 0.5029
H -5.191 0.569 1.069 0.4000
H -0.914 1.808 3.437 0.4011
H 3.768 -0.701 2.671 0.3141
H 0.335 -2.116 -0.334 -0.1181
H -5.605 0.339 2.815 0.3190
H 2.255 -0.398 3.708 0.2890
H 3.948 -0.735 0.033 0.1536
H 2.301 -0.860 -3.861 0.2802
H -2.769 3.199 1.724 0.4606
H -4.365 1.537 4.500 0.3413
H 2.638 -2.593 1.578 0.2516
H 3.546 3.073 0.046 0.2939
```